1.
34
Properties=species:S:1:pos:R:3:mulliken_charge:R:1 method="wB97M-V/def2-TZVPD" energy_ha=-4941.5745 charge=-1 orbital_gap_ev="5.443 / 5.441" mol_weight_da=829.58
Pt -0.6714 -1.1308 -0.5638 2.129
C 2.4114 -0.3942 2.4402 -1.704
C 1.1538 -0.1589 1.6505 1.161
O 1.0859 -0.7604 0.5661 -0.732
C 0.1286 0.7324 2.1370 0.324
C 0.2238 1.2821 3.4323 -0.602
C -0.6865 2.1946 3.8941 -0.877
C -1.7317 2.5945 3.0460 -0.372
C -1.8532 2.0874 1.7804 -0.771
C -0.9312 1.1346 1.2874 0.556
O -1.0979 0.7481 0.0543 -0.840
H 3.0480 -1.0745 1.8821 0.320
H 2.1570 -0.8422 3.4015 0.404
H 2.9385 0.5410 2.6294 0.406
H 1.0360 0.9728 4.0760 0.324
H -0.6041 2.5979 4.8938 0.386
H -2.4666 3.3064 3.4025 0.368
H -2.6636 2.3745 1.1251 0.426
S -1.5557 -5.6937 -0.0119 -0.615
Sb -2.7193 -3.7883 0.1976 0.761
S -1.7008 -2.0076 1.4103 -0.445
S -1.7530 -2.5324 -1.7805 -0.325
S -4.9534 -3.7532 0.2251 -0.613
Cl 2.1632 -2.2907 -1.9070 -0.176
C 1.4569 -0.9496 -2.7497 0.988
C 0.2366 -0.4300 -2.3229 -2.056
C -0.3345 0.5534 -3.1271 1.077
Cl -1.9189 1.1522 -2.7664 -0.161
C 0.3094 1.0608 -4.2558 -0.083
Cl -0.4170 2.3000 -5.2097 -0.205
C 1.5554 0.5605 -4.6196 0.446
Cl 2.3756 1.1898 -5.9991 -0.201
C 2.1267 -0.4632 -3.8717 -0.097
Cl 3.6521 -1.1133 -4.3463 -0.204


2.
43
Properties=species:S:1:pos:R:3:mulliken_charge:R:1 method="wB97M-V/def2-TZVPD" energy_ha=-1125.6850 charge=-1 orbital_gap_ev=9.013 mol_weight_da=280.25
C -1.5452 -2.7672 -1.0725 -1.130
N -0.3836 -1.9219 -0.7849 -0.433
C -0.5439 -0.7310 0.0685 0.490
C -0.4573 0.5123 -0.9719 -0.694
O -1.0419 1.7216 -0.3783 -0.659
C 0.7768 -0.5264 0.9077 0.101
O 0.6837 0.2858 1.7979 -0.733
O 1.7797 -1.0945 0.5419 -0.750
H -2.5218 -2.3048 -0.8337 0.298
H -1.5871 -3.6402 -0.5013 0.417
H -1.6348 -3.1706 -2.0554 0.368
H 0.2696 -2.5186 -0.2445 0.286
H -1.4514 -0.7444 0.5843 0.813
H 0.5891 0.8637 -1.2202 0.156
H -1.0609 0.2664 -1.8319 0.112
H -1.3932 1.5285 0.4590 0.336
H -2.3783 2.6859 -1.5648 0.383
H -2.2796 2.9039 -3.1895 0.338
O -2.8754 2.9600 -2.3631 -0.684
H 2.9282 0.0140 -2.8557 0.325
H 1.5516 -0.2923 -2.3869 0.294
O 2.0391 0.2708 -2.9431 -0.670
H 2.7978 -1.7787 -0.8464 0.458
H 4.1860 -1.0840 -0.7692 0.300
O 3.6867 -1.6878 -1.3413 -0.701
H -0.9372 0.1466 2.8454 0.355
H -0.5733 0.8477 4.0048 0.351
O -1.3539 0.3182 3.7091 -0.733
H 0.4485 3.0097 -3.0281 0.305
H 0.3720 1.6246 -3.5729 0.304
O -0.0232 2.5049 -3.6303 -0.589
H 1.8331 -0.3299 2.9837 0.370
H 3.2657 -0.4548 3.2651 0.258
O 2.4939 -0.5566 3.6488 -0.680
H 1.4062 3.2786 2.2731 0.278
H 2.5803 2.5277 2.6781 0.326
O 2.2085 3.3790 2.5385 -0.600
H -3.4487 0.6217 -0.0580 0.304
H -4.0140 0.7526 -1.2709 0.364
O -4.1669 0.1384 -0.5593 -0.654
H -0.4168 -1.8329 2.6959 0.367
H 0.4909 -2.9587 2.8310 0.299
O -0.2989 -2.7673 2.4414 -0.648